Record 1
{
  "formula": "C53H48Co2N2O5P",
  "method": "the ωB97M-V functional and the def2-TZVPD basis",
  "e_lumo_ev": 2.08,
  "charge": -1,
  "molar_mass_g_mol": 941.82,
  "homo_lumo_gap_ev": 4.84,
  "energy_ev": -153497.396,
  "symbols": ["C", "C", "C", "C", "C", "C", "N", "C", "N", "C", "C", "C", "C", "C", "C", "C", "C", "C", "C", "C", "C", "C", "C", "H", "H", "H", "H", "H", "H", "H", "H", "H", "H", "H", "H", "H", "H", "H", "H", "H", "H", "H", "H", "H", "H", "H", "H", "H", "H", "O", "C", "Co", "C", "O", "C", "O", "C", "C", "C", "C", "C", "C", "C", "C", "C", "Co", "C", "O", "C", "O", "P", "C", "C", "C", "C", "C", "C", "C", "C", "C", "C", "C", "C", "C", "C", "C", "C", "C", "C", "H", "H", "H", "H", "H", "H", "H", "H", "H", "H", "H", "H", "H", "H", "H", "H", "H", "H", "H", "H", "H", "H"],
  "positions_angstrom": [[0.136, 5.542, -6.316], [-0.638, 5.108, -5.106], [-1.575, 4.076, -5.228], [-2.323, 3.643, -4.131], [-3.330, 2.545, -4.312], [-2.118, 4.261, -2.888], [-2.935, 3.857, -1.789], [-2.537, 3.340, -0.608], [-3.610, 3.010, 0.145], [-3.605, 2.332, 1.382], [-2.604, 2.732, 2.348], [-1.879, 3.921, 2.205], [-2.354, 1.826, 3.422], [-3.086, 0.658, 3.563], [-2.745, -0.371, 4.598], [-4.138, 0.384, 2.676], [-4.421, 1.210, 1.589], [-5.522, 0.785, 0.662], [-4.838, 3.518, -0.484], [-4.369, 4.147, -1.763], [-1.221, 5.332, -2.745], [-1.056, 6.042, -1.437], [-0.478, 5.729, -3.865], [1.038, 6.090, -6.031], [0.422, 4.673, -6.922], [-0.472, 6.199, -6.954], [-1.734, 3.604, -6.201], [-3.380, 1.852, -3.462], [-4.336, 2.950, -4.495], [-3.076, 1.952, -5.198], [-1.006, 4.089, 2.829], [-1.539, 3.588, -0.225], [-2.331, 4.791, 1.730], [-1.569, 2.065, 4.144], [-3.638, -0.946, 4.868], [-2.000, -1.081, 4.213], [-2.330, 0.096, 5.496], [-4.726, -0.525, 2.812], [-5.851, -0.213, 0.963], [-6.403, 1.430, 0.732], [-5.201, 0.706, -0.382], [-5.542, 2.708, -0.677], [-5.332, 4.249, 0.172], [-4.541, 5.233, -1.769], [-4.850, 3.730, -2.649], [-0.282, 6.812, -1.542], [-1.981, 6.535, -1.104], [-0.708, 5.377, -0.635], [0.245, 6.541, -3.755], [3.888, 2.240, 1.376], [3.151, 1.372, 1.182], [2.079, 0.014, 0.818], [2.228, -0.082, -0.911], [2.375, -0.152, -2.058], [3.233, -1.313, 1.340], [4.336, -1.648, 1.552], [0.495, -0.266, 1.654], [0.424, 0.633, 0.610], [-0.264, 1.686, 0.087], [0.503, 2.606, -0.796], [1.165, 3.736, -0.273], [2.024, 4.476, -1.079], [2.165, 4.161, -2.433], [1.433, 3.102, -2.974], [0.600, 2.345, -2.171], [1.110, -2.179, 1.487], [0.459, -2.419, -0.111], [0.061, -2.592, -1.188], [0.254, -2.650, 2.927], [-0.335, -2.967, 3.881], [2.189, -4.160, 1.397], [2.973, -4.656, -0.183], [3.277, -6.003, -0.442], [3.855, -6.373, -1.659], [4.134, -5.400, -2.626], [3.847, -4.058, -2.366], [3.273, -3.681, -1.146], [3.522, -4.422, 2.631], [4.791, -4.908, 2.285], [5.756, -5.118, 3.275], [5.470, -4.827, 4.612], [4.219, -4.308, 4.957], [3.248, -4.102, 3.972], [1.089, -5.605, 1.662], [1.241, -6.489, 2.740], [0.354, -7.559, 2.897], [-0.680, -7.756, 1.976], [-0.828, -6.880, 0.896], [0.053, -5.807, 0.737], [0.017, -0.050, 2.615], [-1.214, 1.930, 0.531], [0.984, 4.006, 0.777], [2.571, 5.323, -0.651], [2.829, 4.764, -3.069], [1.500, 2.891, -4.046], [-0.039, 1.562, -2.594], [3.050, -6.765, 0.306], [4.086, -7.422, -1.846], [4.579, -5.693, -3.579], [4.066, -3.293, -3.112], [3.059, -2.627, -0.942], [5.021, -5.126, 1.243], [6.733, -5.510, 2.991], [6.223, -5.001, 5.383], [3.986, -4.066, 5.995], [2.269, -3.703, 4.252], [2.058, -6.351, 3.448], [0.483, -8.238, 3.739], [-1.367, -8.594, 2.099], [-1.627, -7.030, 0.170], [-0.058, -5.133, -0.117]]
}



Record 2
{
  "formula": "C8Cl5F6NO4PbS2",
  "method": "the ωB97M-V functional and the def2-TZVPD basis",
  "e_lumo_ev": -1.16,
  "molar_mass_g_mol": 736.68,
  "homo_lumo_gap_ev": 8.28,
  "energy_ev": -123810.109,
  "symbols": ["Pb", "Cl", "C", "C", "C", "Cl", "C", "Cl", "C", "Cl", "C", "Cl", "F", "C", "F", "F", "S", "O", "O", "N", "S", "O", "O", "C", "F", "F", "F"],
  "positions_angstrom": [[0.451, -0.549, -1.898], [-0.882, 1.471, 1.175], [-1.608, 1.782, -0.354], [-1.212, 1.056, -1.476], [-1.927, 1.308, -2.644], [-1.506, 0.346, -4.032], [-2.951, 2.235, -2.753], [-3.775, 2.474, -4.238], [-3.292, 2.969, -1.620], [-4.548, 4.129, -1.702], [-2.623, 2.740, -0.420], [-3.057, 3.630, 0.977], [0.043, -4.493, 2.090], [0.879, -3.693, 1.438], [1.057, -4.181, 0.220], [2.036, -3.664, 2.093], [0.122, -1.962, 1.394], [-0.285, -1.788, -0.012], [-0.930, -1.993, 2.342], [1.259, -0.944, 1.801], [2.280, -0.568, 0.665], [1.860, 0.563, -0.164], [2.739, -1.688, -0.107], [3.713, 0.091, 1.642], [4.536, 0.702, 0.801], [4.337, -0.922, 2.224], [3.286, 0.951, 2.556]]
}



Record 3
{
  "formula": "C3H4N2O2",
  "method": "the ωB97M-V functional and the def2-TZVPD basis",
  "e_lumo_ev": 0.45,
  "smiles": "Oc1ccnn1O",
  "molar_mass_g_mol": 100.08,
  "homo_lumo_gap_ev": 9.49,
  "energy_ev": -10246.557,
  "symbols": ["O", "C", "C", "C", "N", "N", "O", "H", "H", "H", "H"],
  "positions_angstrom": [[-1.762, -1.107, -0.094], [-0.485, -0.573, 0.043], [0.767, -1.271, -0.023], [1.795, -0.285, -0.047], [1.203, 0.882, 0.000], [-0.096, 0.624, 0.265], [-1.034, 1.696, -0.157], [-1.574, -2.019, 0.444], [1.076, -2.367, -0.096], [2.944, -0.430, -0.280], [-0.296, 2.322, 0.254]]
}



Record 4
{
  "formula": "C14H51NO11",
  "method": "the ωB97M-V functional and the def2-TZVPD basis",
  "e_lumo_ev": 0.09,
  "smiles": "COC[C@H](C)N.CCO.CCO.CCO.CCO.CCO.O.O.O.O.O",
  "molar_mass_g_mol": 409.56,
  "homo_lumo_gap_ev": 9.11,
  "energy_ev": -39353.806,
  "symbols": ["C", "O", "C", "C", "C", "N", "H", "H", "H", "H", "H", "H", "H", "H", "H", "H", "H", "C", "C", "O", "H", "H", "H", "H", "H", "H", "C", "C", "O", "H", "H", "H", "H", "H", "H", "C", "C", "O", "H", "H", "H", "H", "H", "H", "C", "C", "O", "H", "H", "H", "H", "H", "H", "C", "C", "O", "H", "H", "H", "H", "H", "H", "O", "H", "H", "O", "H", "H", "O", "H", "H", "O", "H", "H", "O", "H", "H"],
  "positions_angstrom": [[0.727, -0.944, 3.064], [-0.244, -0.477, 2.054], [-0.226, 0.946, 1.856], [-0.901, 1.151, 0.465], [-0.225, 0.365, -0.623], [-0.993, 2.517, -0.065], [0.540, -0.593, 4.079], [1.730, -0.772, 2.675], [0.664, -2.031, 3.024], [-0.792, 1.345, 2.697], [0.814, 1.272, 1.878], [-1.904, 0.729, 0.531], [-0.415, 0.743, -1.628], [-0.551, -0.673, -0.560], [0.861, 0.450, -0.577], [-0.036, 2.839, -0.035], [-1.360, 2.679, -0.992], [3.875, 0.033, 0.933], [4.131, 0.382, -0.575], [4.415, -0.629, -1.466], [4.847, -0.333, 1.264], [3.253, -0.847, 1.094], [3.628, 0.940, 1.485], [5.012, 1.016, -0.477], [3.287, 0.898, -1.031], [3.656, -0.768, -2.037], [-0.762, -3.796, -0.098], [-1.962, -3.108, 0.648], [-2.682, -4.190, 1.160], [-1.135, -4.449, -0.887], [-0.192, -4.499, 0.508], [-0.021, -3.132, -0.543], [-2.570, -2.497, -0.019], [-1.638, -2.611, 1.562], [-2.746, -4.939, 0.563], [-1.095, -3.335, -3.841], [-2.062, -2.390, -3.110], [-3.181, -3.125, -2.900], [-0.259, -2.686, -4.106], [-1.583, -3.718, -4.736], [-0.841, -4.173, -3.192], [-2.297, -1.498, -3.690], [-1.679, -1.931, -2.198], [-3.821, -2.593, -2.423], [-0.259, 5.666, -1.985], [-1.441, 6.561, -2.449], [-2.601, 6.050, -1.790], [0.685, 6.005, -2.411], [-0.474, 4.653, -2.325], [-0.121, 5.375, -0.944], [-1.539, 6.682, -3.528], [-1.218, 7.537, -2.018], [-3.014, 6.701, -1.219], [3.813, -3.707, 2.737], [4.884, -4.724, 2.212], [6.101, -4.025, 1.992], [3.966, -3.310, 3.740], [2.944, -4.363, 2.788], [3.620, -2.888, 2.044], [4.735, -5.414, 1.382], [5.307, -5.396, 2.959], [6.051, -3.526, 1.173], [1.498, 3.897, 0.717], [2.143, 4.547, 0.436], [1.547, 3.909, 1.673], [-2.803, -1.978, 4.058], [-2.265, -1.522, 3.411], [-2.673, -2.907, 3.865], [-3.838, 2.963, 2.191], [-4.069, 2.292, 2.833], [-3.009, 2.664, 1.817], [-4.382, 1.673, -1.274], [-3.806, 1.678, -0.510], [-3.838, 2.006, -1.987], [-2.961, 3.447, -2.931], [-3.478, 3.543, -3.731], [-2.772, 4.344, -2.657]]
}